# C30H28CdN2Si

C30H28CdN2Si as an isolated structure in a non-equilibrium geometry (ωB97M-V with the def2-TZVPD basis set, the OMol25 dataset).

The value obtained for the orbital gap is 0.232 Eh. The largest force on an atom comes out at 2.2 eV/Å. The lowest unoccupied orbital energy is -0.6 eV.

Geometry (Å):
1 C 0.02 0.13 2.44
2 C 0.55 -1.19 2.42
3 C 1.95 -1.14 2.26
4 H -0.03 -2.10 2.59
5 C 2.32 0.24 2.20
6 C 1.09 1.04 2.24
7 H 1.04 2.12 2.30
8 H -1.01 0.39 2.65
9 H 2.62 -2.01 2.20
10 H 3.33 0.66 2.20
11 Cd 2.06 0.46 0.11
12 C 1.71 -0.81 -1.39
13 H 0.72 -1.08 -0.94
14 H 1.48 -0.23 -2.28
15 H 2.23 -1.76 -1.60
16 Si -1.57 -2.98 -0.81
17 C -3.21 -2.25 -0.30
18 C -3.72 -1.95 0.98
19 H -3.20 -2.31 1.87
20 C -4.96 -1.29 1.10
21 H -5.38 -1.05 2.08
22 C -5.67 -0.98 -0.07
23 H -6.62 -0.46 -0.01
24 C -5.21 -1.31 -1.35
25 H -5.79 -1.11 -2.26
26 C -3.99 -1.97 -1.44
27 H -3.65 -2.35 -2.41
28 C -0.58 -4.17 0.24
29 C -1.27 -5.10 1.04
30 H -2.37 -5.11 1.01
31 C -0.55 -6.03 1.78
32 H -1.07 -6.79 2.37
33 C 0.84 -6.02 1.74
34 H 1.39 -6.74 2.33
35 C 1.53 -5.13 0.93
36 H 2.62 -5.16 0.85
37 C 0.82 -4.22 0.15
38 H 1.33 -3.57 -0.56
39 H -0.88 -1.60 -0.66
40 H -2.13 -3.93 -1.78
41 C -1.63 2.71 -1.95
42 C -0.83 1.85 -1.18
43 N 0.44 2.13 -0.88
44 C 0.95 3.34 -1.22
45 C 0.18 4.30 -1.96
46 C -1.12 3.92 -2.35
47 C 0.75 5.58 -2.22
48 C 1.97 5.95 -1.70
49 C 2.77 5.05 -0.95
50 C 3.98 5.42 -0.32
51 C 4.67 4.46 0.38
52 C 4.20 3.13 0.37
53 N 3.05 2.74 -0.19
54 C 2.29 3.70 -0.79
55 H -2.64 2.38 -2.19
56 H -1.25 0.89 -0.84
57 H -1.75 4.57 -2.95
58 H 0.16 6.29 -2.82
59 H 2.32 6.97 -1.88
60 H 4.35 6.44 -0.36
61 H 5.58 4.69 0.92
62 H 4.79 2.34 0.86

# C6H15N2S

A 2-piece molecular cluster, C6H15N2S overall in a non-equilibrium geometry (ωB97M-V with the def2-TZVPD basis set, the OMol25 dataset).

The value obtained for the orbital gap is 0.353 Eh. As for the net charge: +1. The largest force on an atom comes out at 3.3 eV/Å. The lowest unoccupied orbital energy is -3.2 eV.

Geometry (Å):
1 C -1.35 -1.38 0.30
2 C 1.31 1.99 0.51
3 C -1.00 1.95 -0.58
4 C 2.51 -1.86 -0.36
5 C 0.35 -0.20 -0.05
6 C -0.04 1.19 0.33
7 N -2.34 -1.30 -0.53
8 N -1.32 -2.14 1.35
9 S 1.69 -0.85 0.88
10 H 0.96 3.01 0.80
11 H 1.81 1.78 -0.50
12 H 1.84 1.45 1.25
13 H -1.85 1.28 -0.75
14 H -0.40 2.26 -1.42
15 H -1.14 2.81 0.03
16 H 1.91 -2.44 -1.12
17 H 3.21 -2.53 0.14
18 H 3.26 -1.09 -0.76
19 H 0.40 -0.37 -1.16
20 H -0.47 1.28 1.40
21 H -2.42 -0.61 -1.26
22 H -3.08 -1.97 -0.51
23 H -0.44 -2.02 1.88
24 H -2.07 -2.78 1.84

# C4H8O

One molecule with the formula C4H8O in a non-equilibrium geometry (ωB97M-V with the def2-TZVPD basis set, the OMol25 dataset).

The value obtained for the orbital gap is 0.393 Eh. As for the SMILES: CC(C)C=O. The largest force on an atom comes out at 1.6 eV/Å. The lowest unoccupied orbital energy is 1.0 eV.

Geometry (Å):
1 C -1.39 0.25 0.30
2 C -0.03 0.14 -0.42
3 C 0.60 -1.23 -0.16
4 C 1.03 1.25 0.07
5 O 2.05 0.80 0.55
6 H -2.23 -0.42 -0.02
7 H -1.25 0.08 1.37
8 H -1.72 1.27 0.14
9 H -0.19 0.17 -1.52
10 H 1.55 -1.42 -0.69
11 H -0.20 -1.81 -0.60
12 H 0.74 -1.47 0.91
13 H 1.04 2.39 0.08

# C5H10NO

A 2-piece molecular cluster, C5H10NO overall in a non-equilibrium geometry (ωB97M-V with the def2-TZVPD basis set, the OMol25 dataset).

The value obtained for the orbital gap (spin up / spin down) is 0.276 / 0.285 Eh. As for the net charge: +1. The largest force on an atom comes out at 7.1 eV/Å. The lowest unoccupied orbital energy (spin up / spin down) is -5.4 / -5.0 eV.

Geometry (Å):
1 C -3.51 1.04 -0.60
2 C 2.15 0.23 -0.42
3 C -0.96 -1.74 0.15
4 C 1.11 1.18 0.23
5 C -1.22 0.59 0.40
6 N -2.46 0.76 -0.14
7 O -0.20 0.98 -0.36
8 H -4.48 1.10 -0.91
9 H 2.29 -0.70 0.23
10 H 2.02 0.18 -1.51
11 H 3.18 0.76 -0.27
12 H -1.07 -1.83 -1.03
13 H -1.77 -1.97 0.78
14 H 0.01 -1.63 0.51
15 H 1.52 2.21 0.02
16 H 1.02 1.27 1.36
17 H -1.17 0.74 1.52

# C3H5NO4

A 2-piece molecular cluster, C3H5NO4 overall in a non-equilibrium geometry (ωB97M-V with the def2-TZVPD basis set, the OMol25 dataset).

The value obtained for the orbital gap is 0.337 Eh. The largest force on an atom comes out at 4.8 eV/Å. The lowest unoccupied orbital energy is 0.1 eV.

Geometry (Å):
1 C 0.61 1.84 0.27
2 C -1.82 -0.90 -0.50
3 C 0.38 -0.21 0.28
4 N 1.80 -0.53 0.12
5 O -0.37 2.52 0.24
6 O 2.56 0.00 0.91
7 O 2.24 -1.19 -0.78
8 O -0.42 -0.74 -0.67
9 H 1.65 2.00 0.37
10 H -2.29 -0.35 -1.41
11 H -2.34 -0.37 0.31
12 H -2.09 -2.01 -0.48
13 H 0.09 -0.07 1.34

# C42H50AsBBrCdIN9O7PS4

C42H50AsBBrCdIN9O7PS4 as an isolated structure (ωB97M-V with the def2-TZVPD basis set, the OMol25 dataset).

The value obtained for the orbital gap is 0.176 Eh. As for the net charge: -2. The largest force on an atom comes out at 0.8 eV/Å. The lowest unoccupied orbital energy is 3.4 eV.

Geometry (Å):
1 Cd -0.14 0.59 -1.20
2 C 4.14 1.07 -3.46
3 O 3.31 1.80 -2.58
4 C 3.38 3.14 -2.63
5 C 4.37 3.83 -3.30
6 C 4.34 5.22 -3.32
7 Br 5.73 6.16 -4.24
8 C 3.35 5.92 -2.70
9 C 2.35 5.23 -2.00
10 C 2.36 3.83 -1.93
11 O 1.47 3.11 -1.27
12 C 1.22 5.95 -1.40
13 N 0.24 5.34 -0.79
14 C -0.68 6.33 -0.46
15 C -1.94 6.19 0.13
16 C -2.66 7.36 0.33
17 C -2.16 8.61 -0.05
18 C -0.92 8.75 -0.66
19 C -0.20 7.57 -0.86
20 N 1.02 7.31 -1.46
21 H 4.04 1.43 -4.48
22 H 3.81 0.04 -3.41
23 H 5.19 1.13 -3.15
24 H 5.16 3.30 -3.82
25 H 3.34 7.00 -2.76
26 H 0.70 3.68 -0.98
27 H -2.33 5.21 0.35
28 H -3.65 7.29 0.76
29 H -2.76 9.50 0.12
30 H -0.55 9.71 -0.98
31 H 1.61 7.97 -1.93
32 S -3.98 4.08 -1.66
33 As -2.78 2.31 -1.65
34 S -1.16 2.39 -3.16
35 S -1.56 2.22 0.20
36 S -3.81 0.44 -1.86
37 I -0.34 -3.61 -7.01
38 C -0.59 -2.18 -5.55
39 C -0.87 -0.84 -5.75
40 N -0.94 -0.31 -4.52
41 N -0.74 -1.19 -3.55
42 C -0.52 -2.35 -4.15
43 H -1.02 -0.26 -6.64
44 H -1.20 0.65 -4.22
45 H -0.32 -3.24 -3.58
46 O 2.06 -1.63 -2.13
47 B 1.69 -0.62 -1.18
48 O 2.67 -0.71 -0.13
49 C 3.52 -1.72 -0.43
50 C 4.59 -2.20 0.29
51 C 5.30 -3.28 -0.25
52 C 4.94 -3.83 -1.48
53 C 3.84 -3.34 -2.20
54 C 3.16 -2.28 -1.64
55 H 4.86 -1.76 1.24
56 H 6.15 -3.68 0.29
57 H 5.50 -4.67 -1.87
58 H 3.54 -3.76 -3.15
59 O -0.20 -2.56 6.74
60 C -1.03 -1.47 6.42
61 N -0.30 -0.41 5.74
62 C 0.32 -0.69 4.56
63 O 0.45 -1.84 4.17
64 C 0.82 0.48 3.76
65 C 1.19 1.70 4.31
66 C 1.56 2.73 3.47
67 C 1.50 2.52 2.10
68 N 1.15 1.36 1.57
69 C 0.85 0.35 2.38
70 H 0.22 -2.80 5.91
71 H -1.39 -1.05 7.36
72 H -1.88 -1.78 5.81
73 H -0.64 0.53 5.85
74 H 1.22 1.84 5.39
75 H 1.85 3.70 3.87
76 H 1.70 3.33 1.40
77 H 0.56 -0.59 1.92
78 O -1.09 -1.70 -0.43
79 P -1.61 -2.72 0.49
80 N -1.96 -2.08 1.96
81 C -2.60 -2.83 3.05
82 C -3.56 -1.82 3.67
83 C -2.81 -0.50 3.50
84 C -2.19 -0.61 2.10
85 N -2.99 -3.51 0.01
86 C -4.22 -2.65 0.08
87 C -4.92 -2.85 -1.27
88 C -3.77 -3.17 -2.21
89 C -2.91 -4.10 -1.36
90 N -0.53 -3.97 0.66
91 C -0.75 -5.22 1.37
92 C 0.43 -6.07 0.90
93 C 1.58 -5.05 0.70
94 C 0.90 -3.66 0.75
95 H -1.86 -3.15 3.80
96 H -3.09 -3.73 2.67
97 H -3.81 -2.06 4.70
98 H -4.49 -1.79 3.09
99 H -2.03 -0.42 4.26
100 H -3.45 0.38 3.57
101 H -1.27 -0.05 2.01
102 H -2.85 -0.23 1.33
103 H -3.96 -1.60 0.17
104 H -4.84 -2.95 0.93
105 H -5.47 -1.96 -1.56
106 H -5.62 -3.70 -1.22
107 H -3.21 -2.25 -2.42
108 H -4.08 -3.64 -3.15
109 H -1.87 -4.16 -1.69
110 H -3.31 -5.12 -1.34
111 H -1.73 -5.64 1.12
112 H -0.71 -5.08 2.46
113 H 0.17 -6.54 -0.05
114 H 0.68 -6.86 1.61
115 H 2.08 -5.20 -0.26
116 H 2.34 -5.14 1.48
117 H 1.19 -3.00 -0.06
118 H 1.14 -3.16 1.70